Molecular formula: C20H24O4
Method: DFT, the ωB97M-V functional and the def2-TZVPD basis

LUMO level	0.753	eV
total energy	-29319.050	eV
orbital gap	8.7	eV
F_max	1.3	eV/A
HOMO level	-7.969	eV
SMILES	COc1cc(C[C@H](C)[C@H](C)Cc2ccc3c(c2)OCO3)ccc1O
energy above the lowest of the compared OMol25 structures with the same formula, charge and spin	11.22	kcal/mol

Structure (XYZ):
```
48
Properties=species:S:1:pos:R:3:nbo_charge:R:1
C 1.958 3.016 -5.023 -0.248
O 2.638 1.886 -4.542 -0.533
C 2.345 1.445 -3.267 0.287
C 1.449 2.038 -2.397 -0.306
C 1.228 1.504 -1.130 -0.019
C 0.234 2.139 -0.200 -0.418
C -1.057 1.308 -0.111 -0.216
C -1.780 1.318 -1.456 -0.610
C -1.993 1.759 1.028 -0.183
C -2.276 3.260 1.024 -0.614
C -1.457 1.346 2.412 -0.422
C -1.267 -0.139 2.534 -0.008
C 0.003 -0.694 2.585 -0.224
C 0.213 -2.069 2.669 -0.254
C -0.902 -2.868 2.700 0.217
C -2.185 -2.322 2.656 0.300
C -2.393 -0.969 2.574 -0.285
O -3.111 -3.333 2.712 -0.490
C -2.370 -4.531 2.791 0.237
O -0.991 -4.234 2.784 -0.479
C 1.921 0.364 -0.752 -0.217
C 2.823 -0.236 -1.613 -0.251
C 3.045 0.294 -2.872 0.244
O 3.933 -0.296 -3.717 -0.667
H 0.876 2.851 -5.051 0.178
H 2.175 3.902 -4.418 0.177
H 2.324 3.174 -6.036 0.200
H 0.909 2.925 -2.690 0.214
H -0.004 3.144 -0.549 0.205
H 0.680 2.216 0.793 0.210
H -0.772 0.271 0.102 0.216
H -2.065 2.328 -1.743 0.194
H -1.130 0.914 -2.229 0.219
H -2.678 0.706 -1.412 0.209
H -2.943 1.235 0.876 0.197
H -3.045 3.496 1.757 0.210
H -2.630 3.588 0.051 0.208
H -1.384 3.826 1.280 0.203
H -0.512 1.855 2.607 0.206
H -2.174 1.678 3.166 0.214
H 0.863 -0.041 2.567 0.210
H 1.204 -2.490 2.708 0.228
H -3.390 -0.563 2.548 0.222
H -2.628 -5.063 3.721 0.156
H -2.614 -5.172 1.929 0.156
H 1.755 -0.064 0.225 0.211
H 3.368 -1.120 -1.325 0.224
H 3.945 0.218 -4.535 0.493
```

Molecular formula: C20H24O6
Method: DFT, the ωB97M-V functional and the def2-TZVPD basis

LUMO level	-0.327	eV
total energy	-33407.886	eV
orbital gap	8.7	eV
F_max	5.1	eV/A
HOMO level	-8.988	eV
SMILES	O=C1c2ccccc2C(=O)c2cc(C[C@@H]3CO3)ccc21.CO.CO.CO
energy above the lowest of the compared OMol25 structures with the same formula, charge and spin	135.24	kcal/mol

Structure (XYZ):
```
50
Properties=species:S:1:pos:R:3:nbo_charge:R:1
O -0.702 -3.784 2.238 -0.504
C -0.941 -3.424 1.113 0.549
C -1.235 -1.939 0.725 -0.149
C -0.560 -0.798 1.305 -0.175
C -0.890 0.556 0.848 -0.207
C -1.889 0.840 -0.178 -0.198
C -2.564 -0.328 -0.781 -0.211
C -2.245 -1.655 -0.320 -0.046
C -2.953 -2.913 -0.925 0.551
O -4.124 -2.918 -1.215 -0.511
C -2.005 -4.143 -1.118 -0.131
C -2.130 -4.954 -2.306 -0.171
C -1.196 -6.083 -2.475 0.011
C -1.332 -6.911 -3.785 -0.458
C -1.244 -5.794 -5.022 0.096
C 0.227 -5.715 -5.726 -0.219
O -0.402 -4.640 -4.752 -0.534
C -0.208 -6.395 -1.454 -0.215
C -0.104 -5.548 -0.249 -0.195
C -0.987 -4.418 -0.095 -0.051
H 0.211 -0.913 2.098 0.233
H -0.362 1.429 1.293 0.247
H -2.127 1.887 -0.485 0.231
H -3.304 -0.126 -1.583 0.235
H -2.899 -4.752 -3.082 0.236
H -2.325 -7.406 -3.903 0.233
H -0.455 -7.562 -4.008 0.234
H -2.159 -5.673 -5.705 0.210
H 0.376 -4.936 -6.518 0.223
H 1.091 -5.808 -5.013 0.223
H 0.500 -7.250 -1.577 0.225
H 0.662 -5.795 0.523 0.236
C 2.247 3.640 2.058 -0.245
O 1.047 3.585 1.302 -0.732
H 2.195 2.894 2.850 0.178
H 3.104 3.423 1.415 0.160
H 2.360 4.632 2.504 0.165
H 1.117 4.253 0.610 0.476
C 1.216 7.664 1.903 -0.256
O 0.349 6.666 1.368 -0.738
H 2.236 7.446 1.589 0.174
H 0.925 8.647 1.524 0.161
H 1.165 7.655 2.991 0.191
H -0.544 6.880 1.658 0.466
C 3.819 8.484 4.936 -0.248
O 2.400 8.411 4.867 -0.728
H 4.194 8.864 3.987 0.184
H 4.118 9.162 5.739 0.166
H 4.235 7.490 5.116 0.164
H 2.090 8.074 5.715 0.466
```

Molecular formula: C20H25BCl2F7IN3O6PS
Method: DFT, the ωB97M-V functional and the def2-TZVPD basis

LUMO level	-1.442	eV
total energy	-110860.037	eV
orbital gap	6.6	eV
F_max	8.4	eV/A
HOMO level	-8.014	eV

Structure (XYZ):
```
67
Properties=species:S:1:pos:R:3:nbo_charge:R:1
C 3.117 0.535 4.648 -0.648
C 2.070 0.785 3.363 -0.048
C 3.034 -0.066 2.315 -0.434
C 2.574 -0.472 0.855 -0.440
C 2.040 0.631 -0.207 -0.424
C 0.818 0.087 -1.212 -0.603
S 1.034 0.650 -2.994 1.860
O 2.253 -0.072 -3.637 -0.826
O -0.319 0.290 -3.723 -0.880
Cl 1.171 2.766 -3.159 -0.167
C 1.994 2.437 3.111 -0.629
I 1.784 3.801 4.867 0.240
B 3.162 3.226 2.298 1.218
O 3.973 2.768 1.153 -0.922
O 3.468 4.652 2.687 -0.963
C 0.529 2.835 2.398 0.709
O 0.132 4.011 1.907 -0.580
N -0.112 1.469 2.452 -0.681
C 0.497 0.493 3.492 -0.243
P -0.572 0.774 5.071 1.110
O -1.351 2.379 4.951 -0.953
Cl 0.528 0.928 6.873 -0.273
C -0.250 -0.903 2.953 0.665
F -0.475 -0.918 1.483 -0.320
F -1.687 -0.714 3.423 -0.351
C 0.202 -2.279 3.656 0.567
F -1.001 -2.938 4.304 -0.296
F 1.145 -2.127 4.827 -0.311
C 0.827 -3.471 2.731 0.939
F 0.021 -3.783 1.492 -0.308
F 0.655 -4.725 3.564 -0.319
F 2.285 -3.403 2.485 -0.304
H 4.251 0.763 4.338 0.233
H 3.139 -0.585 5.009 0.238
H 2.939 1.185 5.579 0.249
H 3.255 -1.086 2.904 0.240
H 4.126 0.409 2.217 0.261
H 3.566 -0.907 0.332 0.240
H 1.897 -1.456 0.891 0.206
H 1.673 1.650 0.212 0.228
H 2.919 0.904 -0.971 0.242
H -0.165 0.639 -0.818 0.269
H 0.639 -1.066 -1.113 0.289
H 4.780 3.360 1.078 0.514
H 2.886 5.197 2.080 0.510
H -1.144 1.586 2.483 0.407
H -2.139 2.231 4.319 0.492
N -4.405 0.182 -3.941 -0.509
C -3.482 1.114 -3.545 -0.088
C -4.151 2.287 -3.273 -0.304
C -5.527 2.051 -3.508 -0.312
C -5.655 0.742 -3.917 -0.082
H -4.196 -0.771 -4.209 0.409
H -2.431 0.865 -3.492 0.236
H -3.698 3.211 -2.940 0.217
H -6.337 2.760 -3.391 0.220
H -6.527 0.164 -4.193 0.208
N -2.597 -3.551 -5.096 -0.514
C -1.879 -2.466 -5.526 -0.086
C -1.267 -2.804 -6.713 -0.290
C -1.635 -4.138 -7.011 -0.307
C -2.458 -4.574 -5.998 -0.083
H -3.145 -3.591 -4.246 0.408
H -1.863 -1.549 -4.952 0.218
H -0.627 -2.159 -7.301 0.225
H -1.331 -4.718 -7.873 0.222
H -2.955 -5.522 -5.841 0.208
```